# 1
DFT (wB97M-V/def2-TZVPD) results for a 2-piece molecular cluster, C3H10NO2P overall.

Last column: Löwdin charge in e.
Positions of all 17 atoms, in Å:
P (-1.208, 0.467, -0.829)  0.73
O (-2.472, 0.975, 0.090)  -0.45
O (-1.493, -1.096, -0.746)  -0.27
N (-0.095, 0.405, 0.556)  -0.15
C (-2.984, 2.319, 0.158)  -0.13
C (3.411, -1.816, -0.816)  -0.08
C (2.813, -1.956, 0.370)  -0.07
H (-2.228, 2.988, -0.231)  0.06
H (1.878, -1.591, 0.462)  -0.03
H (-1.575, -1.284, 0.176)  0.03
H (-2.926, 2.512, 1.317)  0.13
H (-0.475, 0.892, 1.281)  -0.03
H (2.867, -1.247, -1.621)  0.06
H (0.809, 0.921, 0.275)  0.06
H (3.287, -2.477, 1.183)  0.05
H (-3.855, 2.412, -0.409)  0.06
H (4.244, -2.424, -1.215)  0.05

gap between HOMO and LUMO	10.19	eV
structure (SMILES)	COP(N)O.C=C
LUMO	0.90	eV
DFT total energy	-666.860838	hartree
relative energy (zero: lowest compared OMol25 entry of this formula, charge and spin)	355.7	kJ/mol

# 2
DFT (wB97M-V/def2-TZVPD) results for one molecule with the formula C5H12BF3N2.

Last column: Löwdin charge in e.
Positions of all 23 atoms, in Å:
F (2.718, 1.252, -0.160)  0.10
F (2.663, -0.742, -0.937)  0.11
F (2.596, -0.398, 1.192)  0.10
N (-0.124, -1.232, -0.042)  -0.09
N (-0.254, 1.250, 0.025)  -0.10
C (0.235, 2.535, -0.436)  -0.07
C (-1.488, -1.490, -0.454)  -0.07
C (2.106, 0.058, 0.007)  -0.48
C (0.566, -2.479, 0.225)  -0.06
C (-1.554, 1.394, 0.648)  -0.08
B (0.464, 0.041, -0.015)  -0.41
H (0.722, -3.039, -0.703)  0.10
H (-0.569, 3.052, -0.967)  0.09
H (-1.491, -2.287, -1.203)  0.09
H (-1.823, 0.490, 1.184)  0.08
H (0.556, 3.163, 0.400)  0.10
H (-1.515, 2.217, 1.368)  0.09
H (-2.332, 1.628, -0.087)  0.09
H (-2.109, -1.817, 0.387)  0.09
H (-0.039, -3.092, 0.899)  0.09
H (1.067, 2.415, -1.122)  0.08
H (1.528, -2.315, 0.695)  0.08
H (-1.925, -0.604, -0.903)  0.08

gap between HOMO and LUMO	9.30	eV
structure (SMILES)	CN(C)B(N(C)C)C(F)(F)F
LUMO	0.67	eV
DFT total energy	-631.744226	hartree
relative energy (zero: lowest compared OMol25 entry of this formula, charge and spin)	0.0	kJ/mol

# 3
DFT (wB97M-V/def2-TZVPD) results for C5H11NO as an isolated structure.

Last column: Löwdin charge in e.
Positions of all 18 atoms, in Å:
O (-1.235, 0.096, -1.461)  -0.09
N (-1.268, -1.024, 0.454)  0.02
C (1.232, 1.245, -1.398)  -0.14
C (0.743, -1.146, 1.854)  -0.10
C (0.088, -0.849, 0.540)  -0.24
C (-1.932, -0.507, -0.583)  -0.32
C (-0.093, 1.403, -0.717)  -0.09
H (1.731, -0.673, 1.897)  0.07
H (0.619, -1.053, -0.382)  0.10
H (0.163, -0.737, 2.692)  0.07
H (-1.791, -1.331, 1.264)  0.15
H (1.561, 2.191, -1.848)  0.07
H (-0.765, 2.085, -1.229)  0.08
H (-0.073, 1.606, 0.349)  0.07
H (0.897, -2.220, 2.051)  0.07
H (1.132, 0.517, -2.212)  0.08
H (-3.022, -0.495, -0.552)  0.12
H (2.013, 0.893, -0.718)  0.07

gap between HOMO and LUMO (spin up / spin down)	7.19 / 7.20	eV
LUMO (spin up / spin down)	0.94 / 0.94	eV
DFT total energy	-326.961747	hartree
relative energy (zero: lowest compared OMol25 entry of this formula, charge and spin)	445.3	kJ/mol

# 4
DFT (wB97M-V/def2-TZVPD) results for C4H6N2 as an isolated structure.

Last column: Löwdin charge in e.
Positions of all 12 atoms, in Å:
N (-0.937, 0.459, 0.293)  0.08
N (-0.011, 0.317, -1.910)  0.11
C (0.021, 0.046, -0.545)  -0.37
C (0.988, -0.601, 0.257)  -0.16
C (-0.636, 0.100, 1.605)  -0.20
C (0.530, -0.641, 1.704)  -0.13
H (1.469, 0.133, 1.113)  0.14
H (-1.726, 1.025, 0.005)  0.16
H (-1.342, 0.379, 2.379)  0.08
H (1.813, -1.185, -0.139)  0.11
H (0.732, -0.157, -2.408)  0.09
H (-0.901, 0.125, -2.354)  0.09

gap between HOMO and LUMO	8.41	eV
LUMO	0.59	eV
DFT total energy	-265.395139	hartree
relative energy (zero: lowest compared OMol25 entry of this formula, charge and spin)	368.7	kJ/mol

# 5
DFT (wB97M-V/def2-TZVPD) results for C21H43BO2P2Ru as an isolated structure.

Last column: Löwdin charge in e.
Positions of all 70 atoms, in Å:
Ru (0.050, 0.045, -0.472)  1.35
P (0.187, 1.762, -5.503)  0.96
P (-0.112, -1.443, -5.616)  1.00
O (-1.220, 1.638, 1.770)  0.08
O (1.012, 1.127, 2.237)  0.07
C (1.646, 1.091, -2.710)  -0.19
C (-0.358, -0.446, -7.196)  -0.38
C (1.346, -0.385, -3.072)  -0.24
C (1.445, 2.440, 4.187)  -0.01
C (0.685, 1.765, -1.796)  -0.18
C (0.389, 0.886, -7.157)  -0.39
C (-1.822, -0.544, -2.786)  -0.19
C (0.069, -1.465, 0.879)  -0.20
C (-1.564, 0.975, -2.845)  -0.19
C (-0.796, 3.744, 2.877)  -0.01
C (0.432, 1.549, 3.483)  -0.47
C (1.558, -2.041, -6.151)  -0.22
C (-0.928, 2.239, 3.048)  -0.47
C (-2.118, 1.997, 3.960)  -0.01
C (-0.824, -1.375, -2.071)  -0.18
C (-1.053, -2.902, -6.161)  -0.23
C (0.590, -1.292, -2.163)  -0.21
C (1.163, 3.224, -5.991)  -0.24
C (-1.479, 2.470, -5.967)  -0.23
C (-0.727, 1.657, -1.805)  -0.18
C (0.221, 0.338, 4.382)  -0.01
B (-0.042, 1.042, 1.304)  -0.61
H (-1.161, 1.207, -3.847)  0.01
H (1.075, 2.765, 5.169)  0.11
H (1.897, -2.820, -5.453)  0.06
H (0.813, -0.333, -4.042)  -0.04
H (2.314, -0.859, -3.284)  0.13
H (-1.446, -0.298, -7.322)  0.09
H (0.025, -2.416, 0.332)  0.02
H (-1.953, 2.448, 4.950)  0.11
H (-2.553, 1.457, -2.836)  0.14
H (2.203, 2.929, -6.166)  0.06
H (-1.981, -0.893, -3.818)  0.09
H (1.125, 2.560, -1.185)  0.13
H (-2.112, -2.640, -6.253)  0.06
H (1.723, 1.641, -3.666)  0.07
H (1.144, -2.166, -1.794)  0.13
H (0.066, 4.020, 2.266)  0.09
H (1.166, -0.201, 4.504)  0.10
H (1.699, 3.339, 3.610)  0.09
H (-1.358, 2.954, -6.948)  0.06
H (-0.660, -3.240, -7.121)  0.07
H (2.649, 1.149, -2.269)  0.13
H (-1.766, 3.220, -5.216)  0.06
H (0.733, 3.642, -6.904)  0.06
H (1.473, 0.757, -7.326)  0.09
H (-3.014, 2.475, 3.543)  0.10
H (-2.787, -0.696, -2.284)  0.13
H (-1.271, 2.388, -1.193)  0.13
H (-0.104, 0.645, 5.384)  0.11
H (-0.800, -1.401, 1.556)  0.04
H (1.122, 3.964, -5.187)  0.06
H (-0.524, -0.358, 3.980)  0.09
H (-0.697, 4.237, 3.853)  0.11
H (2.302, -1.230, -6.182)  0.06
H (-2.337, 0.934, 4.106)  0.09
H (0.993, -1.425, 1.476)  0.05
H (-0.934, -3.685, -5.406)  0.06
H (-0.012, 1.573, -7.920)  0.10
H (2.371, 1.880, 4.367)  0.10
H (-1.702, 4.148, 2.410)  0.10
H (0.020, -1.074, -8.021)  0.10
H (1.438, -2.472, -7.159)  0.07
H (-2.255, 1.691, -6.026)  0.06
H (-1.246, -2.256, -1.575)  0.12

gap between HOMO and LUMO (spin up / spin down)	8.33 / 4.71	eV
<S²>	6.02
charge	+2
LUMO (spin up / spin down)	-6.28 / -9.90	eV
DFT total energy	-1778.180411	hartree
relative energy (zero: lowest compared OMol25 entry of this formula, charge and spin)	83.4	kJ/mol
multiplicity	5

# 6
DFT (wB97M-V/def2-TZVPD) results for C6H12O2Rb as an isolated structure.

Last column: Löwdin charge in e.
Positions of all 21 atoms, in Å:
Rb (-0.616, -1.870, -0.622)  1.52
O (-2.350, -0.928, 0.252)  -0.31
O (1.099, -1.256, -1.293)  -0.44
C (-3.011, 1.033, 1.423)  0.00
C (-2.211, -0.234, 1.266)  -0.47
C (1.862, -0.364, -1.540)  -0.49
C (-1.279, -0.694, 2.393)  0.00
C (1.976, 0.158, -2.977)  0.02
C (2.667, 0.287, -0.507)  0.01
H (-1.090, -1.743, 2.163)  0.07
H (2.306, 1.159, 0.038)  0.11
H (3.573, 0.563, -1.045)  0.10
H (1.596, 1.178, -2.909)  0.10
H (-3.679, 1.229, 0.584)  0.09
H (3.014, 0.225, -3.302)  0.10
H (-3.695, 0.906, 2.262)  0.10
H (-0.330, -0.189, 2.212)  0.09
H (-2.435, 1.953, 1.526)  0.10
H (1.333, -0.431, -3.631)  0.09
H (2.828, -0.457, 0.274)  0.10
H (-1.558, -0.526, 3.433)  0.10

gap between HOMO and LUMO	10.74	eV
charge	+1
LUMO	-3.00	eV
DFT total energy	-410.053246	hartree
relative energy (zero: lowest compared OMol25 entry of this formula, charge and spin)	429.2	kJ/mol

# 7
DFT (wB97M-V/def2-TZVPD) results for one molecule with the formula CH3NO3.

Last column: Löwdin charge in e.
Positions of all 8 atoms, in Å:
O (2.757, -0.235, 0.042)  0.11
O (0.469, -0.367, -0.025)  -0.04
O (-0.727, 0.520, -0.044)  -0.15
N (-1.836, -0.197, -0.006)  0.02
C (1.733, 0.344, 0.008)  -0.28
H (-1.965, -0.713, 0.861)  0.10
H (-1.977, -0.776, -0.830)  0.10
H (1.546, 1.424, -0.006)  0.14

gap between HOMO and LUMO	11.61	eV
structure (SMILES)	NOOC=O
LUMO	0.99	eV
DFT total energy	-320.228142	hartree
relative energy (zero: lowest compared OMol25 entry of this formula, charge and spin)	300.6	kJ/mol

# 8
DFT (wB97M-V/def2-TZVPD) results for one molecule with the formula C5H11NO2.

Last column: Löwdin charge in e.
Positions of all 19 atoms, in Å:
O (1.400, 1.533, 0.031)  0.07
O (-0.354, 1.617, -1.316)  0.13
N (-1.276, -0.785, -0.806)  -0.09
C (1.974, -1.121, 1.398)  -0.10
C (-2.373, -0.289, 0.141)  -0.09
C (0.395, 0.984, -0.456)  -0.49
C (0.056, -0.500, -0.299)  -0.35
C (0.477, -0.986, 1.032)  -0.25
H (0.134, -2.037, 1.199)  0.12
H (2.055, -1.588, 2.380)  0.06
H (-3.147, 0.288, -0.505)  0.10
H (-0.873, 0.854, -1.697)  0.11
H (0.749, -1.042, -1.018)  0.18
H (-1.363, -1.800, -0.925)  0.12
H (-0.130, -0.431, 1.791)  0.12
H (-2.961, -1.063, 0.723)  0.09
H (2.576, -1.817, 0.774)  0.08
H (2.306, 0.001, 1.407)  0.10
H (-1.958, 0.413, 0.894)  0.08

gap between HOMO and LUMO	10.51	eV
structure (SMILES)	CC[C@@H](NC)C(=O)O
LUMO	0.66	eV
DFT total energy	-402.323200	hartree
relative energy (zero: lowest compared OMol25 entry of this formula, charge and spin)	144.3	kJ/mol